w | # C4H10N2O2

A molecular structure, C4H10N2O2 (ωB97M-V with the def2-TZVPD basis set, OMol25).

## Properties
E_LUMO in eV: 0.09
HOMO level in Ha: -0.3195
Frontier orbital gap in eV: 8.79

```
18
Properties=species:S:1:pos:R:3:mulliken_charge:R:1
C 1.68 -0.47 -0.95 -1.368
C 1.02 0.11 0.28 0.964
O 0.31 -1.69 1.22 -0.565
O 1.58 0.83 1.08 -0.598
H 0.66 -2.48 0.77 0.319
H 1.00 -1.12 -1.50 0.387
H 2.00 0.36 -1.59 0.278
H 2.55 -1.03 -0.63 0.380
C -1.08 1.01 -1.04 -1.393
C -0.72 0.24 0.22 0.860
N -1.18 0.89 1.42 -0.765
N -1.01 -1.12 0.19 -0.498
H -0.81 0.38 2.22 0.305
H -0.77 1.82 1.47 0.269
H -1.70 -1.35 0.90 0.350
H -2.16 1.20 -1.07 0.417
H -0.81 0.45 -1.93 0.334
H -0.56 1.97 -1.06 0.324
```

***

x | # C4H10N2O2

A molecular structure, C4H10N2O2 (ωB97M-V with the def2-TZVPD basis set, OMol25).

## Properties
E_LUMO in eV: 0.45
HOMO level in Ha: -0.2920
Frontier orbital gap in eV: 8.39

```
18
Properties=species:S:1:pos:R:3:mulliken_charge:R:1
C -0.22 1.28 0.99 0.674
C -1.20 -0.24 -1.26 -1.190
N -0.55 -0.39 0.03 -0.370
N 1.09 1.35 1.43 -0.486
C 0.47 -1.31 0.10 0.045
C 1.02 -2.04 -0.88 -0.880
O -1.13 0.89 1.86 -0.628
O -0.61 2.25 0.13 -0.426
H -1.37 0.02 1.23 0.566
H 0.16 2.67 -0.28 0.293
H 1.80 1.53 0.73 0.214
H 1.29 0.70 2.18 0.269
H 0.90 -1.39 1.10 0.298
H -1.99 0.51 -1.17 0.340
H -0.50 0.08 -2.04 0.362
H -1.66 -1.18 -1.58 0.393
H 0.64 -2.04 -1.89 0.275
H 1.87 -2.67 -0.67 0.252
```

***

y | # C4H10N2O2

A molecular structure, C4H10N2O2 (ωB97M-V with the def2-TZVPD basis set, OMol25).

## Properties
E_LUMO in eV: 0.68
HOMO level in Ha: -0.2963
Frontier orbital gap in eV: 8.74

```
18
Properties=species:S:1:pos:R:3:mulliken_charge:R:1
C -1.06 0.25 0.51 0.201
C -0.71 -1.13 0.29 -0.463
C -2.00 0.97 -0.43 -1.318
N 1.12 -0.82 0.55 -0.148
C 0.67 0.82 0.16 0.522
N 2.37 -1.13 -0.08 -0.573
O 0.76 0.87 -1.23 -0.492
O 1.07 1.75 0.84 -0.698
H 1.05 1.77 -1.43 0.316
H 1.25 -0.71 1.55 0.326
H -1.21 0.51 1.56 0.314
H 2.86 -1.87 0.41 0.241
H 2.21 -1.46 -1.03 0.224
H -0.74 -1.49 -0.73 0.248
H -0.91 -1.85 1.07 0.304
H -1.86 2.06 -0.34 0.312
H -3.04 0.75 -0.19 0.385
H -1.81 0.70 -1.47 0.300
```

***

z | # C4H10N2O2

A molecular structure, C4H10N2O2 (ωB97M-V with the def2-TZVPD basis set, OMol25).

## Properties
E_LUMO in eV: -3.60
HOMO level in Ha: -0.2720
Frontier orbital gap in eV: 3.80

```
18
Properties=species:S:1:pos:R:3:mulliken_charge:R:1
O 0.30 -1.89 0.28 -0.418
C 0.49 -0.68 -0.33 0.124
N 1.49 -0.11 -1.54 -0.369
C 1.08 -1.36 -1.91 -0.179
O -2.94 0.94 1.11 -0.781
C -0.14 0.58 0.20 0.544
C -0.32 0.54 1.74 -1.210
N 0.70 1.73 -0.02 -0.710
H 1.29 -1.16 0.39 0.289
H 1.97 -2.10 -1.97 0.242
H 0.28 -1.52 -2.66 0.279
H -3.87 1.06 0.95 0.179
H -1.13 0.60 -0.27 0.384
H -1.25 1.13 1.96 0.293
H 0.59 0.91 2.28 0.363
H -0.78 -0.46 1.96 0.362
H 0.42 2.01 -0.87 0.265
H 1.58 1.30 -0.12 0.345
```

***

Which structure is most stable? x, by 0.0323 hartree over the runner-up.

***

w | # C4H10N2O2

2 unconnected molecules or ions with the total composition C4H10N2O2 (ωB97M-V with the def2-TZVPD basis set, OMol25).

## Properties
E_LUMO in eV: 0.62
SMILES: CC(N)=O.CC(N)=O
HOMO level in Ha: -0.3647
Frontier orbital gap in eV: 10.54

```
18
Properties=species:S:1:pos:R:3:mulliken_charge:R:1
C -0.03 -0.56 -1.71 -0.749
C -1.32 -1.31 -1.46 0.506
O -1.25 -2.31 -0.77 -0.591
N -2.44 -0.90 -2.08 -0.379
H 0.53 -1.03 -2.53 0.378
H 0.59 -0.76 -0.84 0.065
H -3.35 -1.32 -1.94 0.222
H -2.45 -0.22 -2.81 0.191
H 0.02 0.51 -1.95 0.355
C 2.00 0.74 1.26 -0.705
C 1.01 1.28 2.25 0.606
O 1.27 2.15 3.06 -0.598
N -0.28 0.81 2.19 -0.329
H 2.62 1.57 0.90 0.288
H 1.79 0.36 0.25 0.094
H -0.80 0.91 3.05 0.213
H -0.58 0.14 1.51 0.183
H 2.67 -0.05 1.63 0.249
```

***

x | # C4H10N2O2

2 unconnected molecules or ions with the total composition C4H10N2O2 (ωB97M-V with the def2-TZVPD basis set, OMol25).

## Properties
E_LUMO in eV: 0.82
SMILES: CC(N)=O.CC(N)=O
HOMO level in Ha: -0.3582
Frontier orbital gap in eV: 10.57

```
18
Properties=species:S:1:pos:R:3:mulliken_charge:R:1
C 0.41 2.74 -0.03 -1.108
C -0.87 1.99 -0.25 0.719
O -1.69 1.65 0.58 -0.599
N -1.07 1.64 -1.58 -0.473
H 0.68 3.31 -0.89 0.341
H 1.21 2.06 0.36 0.245
H -1.95 1.17 -1.74 0.266
H -0.39 1.19 -2.19 0.258
H 0.51 3.29 0.92 0.348
C 1.19 -2.76 0.99 -0.908
C 0.42 -1.81 0.03 0.615
O 1.01 -1.22 -0.86 -0.627
N -0.88 -1.59 0.28 -0.314
H -1.42 -0.84 -0.10 0.194
H -1.31 -2.09 1.04 0.178
H 1.81 -3.33 0.30 0.270
H 0.54 -3.35 1.61 0.356
H 1.80 -2.04 1.52 0.238
```

***

Which structure is most stable? x, by 0.0039 hartree over the runner-up.

***

w | # C4H8N2O2

C4H8N2O2 in the gas phase (ωB97M-V with the def2-TZVPD basis set, OMol25).

## Properties
E_LUMO in eV: 0.84
SMILES: C/C(=N/CO)C(N)=O
HOMO level in Ha: -0.3465
Frontier orbital gap in eV: 10.27

```
16
Properties=species:S:1:pos:R:3:mulliken_charge:R:1
C -1.42 0.95 0.63 -0.159
C 1.15 0.46 0.17 0.206
N 1.17 1.14 -1.01 -0.314
O -2.42 1.28 -0.28 -0.534
O 1.89 0.65 1.11 -0.606
H -3.04 0.54 -0.31 0.327
H 1.47 2.10 -1.05 0.242
H 0.63 0.83 -1.80 0.248
H -1.80 0.88 1.66 0.306
H -0.73 1.81 0.65 0.319
C 0.84 -2.10 -0.04 -1.294
C 0.22 -0.76 0.14 0.919
N -0.99 -0.54 0.37 -0.666
H 0.08 -2.88 0.02 0.354
H 1.59 -2.23 0.74 0.323
H 1.36 -2.14 -1.00 0.328
```

***

x | # C4H8N2O2

C4H8N2O2 in the gas phase (ωB97M-V with the def2-TZVPD basis set, OMol25).

## Properties
E_LUMO in eV: 0.68
SMILES: N[C@H](C(=O)O)[C@H]1CN1
HOMO level in Ha: -0.3537
Frontier orbital gap in eV: 10.30

```
16
Properties=species:S:1:pos:R:3:mulliken_charge:R:1
C -0.49 0.50 -0.64 -0.155
C 0.97 0.24 -0.30 0.247
C 1.45 -0.34 1.03 -0.612
C -1.45 -0.55 0.11 0.180
H -0.54 1.82 0.97 0.324
H -0.71 2.61 -0.81 0.282
H -0.66 0.56 -1.70 0.490
H 1.64 1.16 -0.67 0.293
H 0.79 -0.88 1.84 0.165
H 2.34 -0.05 1.54 0.299
H 0.83 -1.78 -0.30 0.392
H -1.32 -1.71 -1.33 0.346
N -1.01 1.72 -0.10 -0.588
N 1.61 -1.08 -0.35 -0.738
O -1.48 -1.90 -0.44 -0.510
O -1.94 -0.33 1.15 -0.416
```

***

Which structure is most stable? w, by 0.0818 hartree over the runner-up.

***

w | # C2H10NO2S

3 unconnected molecules or ions with the total composition C2H10NO2S (ωB97M-V with the def2-TZVPD basis set, OMol25).

## Properties
E_LUMO in eV: 3.89
Charge: -1
HOMO level in Ha: -0.1055
Frontier orbital gap in eV: 6.76

```
16
Properties=species:S:1:pos:R:3:mulliken_charge:R:1
C 1.14 0.46 0.06 -0.626
C -0.22 1.07 0.14 -0.676
S -1.23 0.29 1.48 -0.710
N 1.13 -0.93 -0.45 -0.603
H 1.49 0.38 1.09 0.322
H 1.76 1.08 -0.60 0.342
H -0.83 1.05 -0.78 0.266
H -0.21 2.15 0.34 0.245
H 0.35 -1.03 -1.10 0.234
H 0.72 -1.48 0.30 0.252
H 3.36 -0.97 -0.77 0.410
H 3.73 -2.29 -1.54 0.297
O 4.07 -1.45 -1.21 -0.728
H -5.24 1.23 1.32 0.314
H -4.56 0.09 0.76 0.338
O -5.47 0.36 0.96 -0.677
```

***

x | # C2H10NO2S

3 unconnected molecules or ions with the total composition C2H10NO2S (ωB97M-V with the def2-TZVPD basis set, OMol25).

## Properties
E_LUMO in eV: 3.01
Charge: -1
HOMO level in Ha: -0.0940
Frontier orbital gap in eV: 5.57

```
16
Properties=species:S:1:pos:R:3:mulliken_charge:R:1
C 1.09 -1.67 -0.66 -0.673
C 0.29 -1.27 -1.89 -0.672
S -0.40 0.41 -1.77 -0.670
N 0.26 -1.83 0.54 -0.481
H 1.86 -0.94 -0.42 0.247
H 1.56 -2.64 -0.84 0.379
H -0.47 -2.03 -2.02 0.242
H 0.95 -1.32 -2.77 0.238
H -0.33 -2.64 0.42 0.208
H -0.34 -1.01 0.60 0.218
H 1.62 -2.71 2.88 0.324
H 1.80 -1.22 2.60 0.345
O 2.08 -1.92 3.19 -0.705
H -2.80 4.51 1.12 0.339
H -3.40 5.59 2.02 0.311
O -2.68 5.43 1.40 -0.650
```

***

y | # C2H10NO2S

3 unconnected molecules or ions with the total composition C2H10NO2S (ωB97M-V with the def2-TZVPD basis set, OMol25).

## Properties
E_LUMO in eV: 3.83
Charge: -1
HOMO level in Ha: -0.1149
Frontier orbital gap in eV: 6.96

```
16
Properties=species:S:1:pos:R:3:mulliken_charge:R:1
C 2.13 -0.22 0.83 -0.636
C 0.81 0.54 0.73 -0.510
S -0.26 -0.19 -0.57 -0.728
N 3.03 -0.02 -0.32 -0.631
H 1.98 -1.30 0.86 0.286
H 2.62 0.12 1.76 0.356
H 1.00 1.59 0.52 0.304
H 0.32 0.42 1.70 0.215
H 3.38 0.92 -0.38 0.211
H 2.48 -0.23 -1.14 0.263
H -2.56 -1.54 -0.21 0.320
H -3.93 -2.22 -0.20 0.284
O -3.01 -2.38 -0.43 -0.618
H -2.00 1.05 -1.11 0.250
H -3.13 1.99 -0.64 0.285
O -2.86 1.47 -1.41 -0.649
```

***

Which structure is most stable? y, by 0.0118 hartree over the runner-up.

***

w | # CH2O

CH2O in the gas phase (ωB97M-V with the def2-TZVPD basis set, OMol25).

## Properties
E_LUMO in eV: 0.80
SMILES: C=O
HOMO level in Ha: -0.3734
Frontier orbital gap in eV: 10.96

```
4
Properties=species:S:1:pos:R:3:mulliken_charge:R:1
C -0.54 0.02 -0.03 -0.062
H -0.83 1.10 0.06 0.229
H -1.33 -0.91 0.07 0.207
O 0.67 -0.04 0.01 -0.374
```

***

x | # CH2O

CH2O in the gas phase (ωB97M-V with the def2-TZVPD basis set, OMol25).

## Properties
E_LUMO in eV: 0.77
SMILES: C=O
HOMO level in Ha: -0.3749
Frontier orbital gap in eV: 10.97

```
4
Properties=species:S:1:pos:R:3:mulliken_charge:R:1
C 0.06 0.01 -0.10 -0.077
O -1.14 -0.01 -0.07 -0.364
H 0.57 0.98 0.08 0.222
H 0.52 -0.98 0.08 0.219
```

***

Which structure is most stable? x, by 0.0080 hartree over the runner-up.

***

w | # C21H24N2O6S

C21H24N2O6S in the gas phase (ωB97M-V with the def2-TZVPD basis set, OMol25).

## Properties
E_LUMO in eV: -0.19
SMILES: Cc1ccc(NS(=O)(=O)c2ccc(C(=O)OCC(=O)NC[C@H]3CCCO3)cc2)cc1
HOMO level in Ha: -0.3191
Frontier orbital gap in eV: 8.49

```
54
Properties=species:S:1:pos:R:3:mulliken_charge:R:1
C 4.68 -4.06 -1.47 -1.412
C 4.43 -2.59 -1.35 0.780
C 4.94 -1.88 -0.27 -0.721
C 4.72 -0.52 -0.14 -0.262
C 3.97 0.16 -1.09 0.547
C 3.46 -0.55 -2.18 -0.691
C 3.70 -1.90 -2.31 -0.867
H 3.30 -2.43 -3.16 0.317
H 2.88 -0.02 -2.93 0.326
N 3.74 1.53 -0.96 -0.266
S 3.28 2.20 0.50 1.151
O 2.84 3.52 0.18 -0.690
O 4.33 2.03 1.46 -0.656
C 1.88 1.18 0.95 0.152
C 2.06 0.08 1.77 -0.244
C 0.98 -0.74 2.03 -0.904
C -0.27 -0.45 1.49 0.485
C -0.44 0.67 0.67 -0.382
C 0.65 1.48 0.40 -0.882
H 0.56 2.36 -0.23 0.504
H -1.40 0.89 0.23 0.642
C -1.40 -1.36 1.80 0.379
O -1.28 -2.50 2.15 -0.623
O -2.58 -0.74 1.62 -0.204
C -3.77 -1.50 1.80 -0.624
H -4.30 -1.14 2.69 0.285
H -3.52 -2.56 1.93 0.399
C -4.68 -1.32 0.58 0.578
O -5.89 -1.24 0.68 -0.656
N -4.02 -1.31 -0.59 -0.110
H -3.01 -1.24 -0.57 0.203
C -4.64 -0.88 -1.82 -1.343
H -5.72 -0.93 -1.65 0.551
H -4.37 -1.58 -2.62 0.318
C -4.20 0.57 -2.19 0.501
C -5.39 1.53 -2.27 -0.998
H -5.11 2.41 -2.86 0.336
C -5.56 1.90 -0.80 -0.555
H -6.12 1.12 -0.28 0.198
H -6.07 2.85 -0.66 0.428
C -4.12 1.93 -0.31 -0.436
H -3.70 2.95 -0.36 0.468
O -3.35 1.11 -1.20 -0.460
H -4.01 1.56 0.71 0.141
H -6.27 1.07 -2.71 0.406
H -3.61 0.54 -3.12 0.455
H 1.08 -1.61 2.66 0.494
H 3.03 -0.10 2.19 0.548
H 3.25 1.96 -1.73 0.313
H 5.12 0.03 0.69 0.677
H 5.52 -2.39 0.48 0.403
H 5.74 -4.28 -1.35 0.351
H 4.14 -4.60 -0.69 0.299
H 4.35 -4.44 -2.44 0.349
```

***

x | # C21H24N2O6S

A molecular structure, C21H24N2O6S (ωB97M-V with the def2-TZVPD basis set, OMol25).

## Properties
E_LUMO in eV: -0.59
HOMO level in Ha: -0.3100
Frontier orbital gap in eV: 7.84

```
54
Properties=species:S:1:pos:R:3:mulliken_charge:R:1
C -4.77 -0.94 2.76 -0.937
H -5.16 0.14 2.61 0.359
H -5.70 -1.37 3.45 0.225
H -4.77 -1.41 1.84 0.383
O -3.58 -0.70 3.52 -0.379
C -2.36 -0.39 2.84 0.029
C -2.19 0.09 1.58 -0.707
C -1.27 0.69 1.00 0.010
C -0.09 0.60 1.77 1.009
C -0.09 0.00 3.18 -1.056
C -1.38 -0.60 3.47 1.402
O -1.53 -1.00 4.69 -0.533
C -0.30 -0.98 5.80 -0.847
H -0.75 -1.72 6.58 0.254
H 0.02 -0.07 5.92 0.435
H 0.57 -1.86 5.22 0.281
H 0.93 -0.02 3.83 0.111
N 1.24 0.96 1.32 0.209
C 1.16 1.42 0.06 0.061
O 2.49 1.70 -0.36 -0.888
C 0.09 1.57 -0.83 0.903
C -0.98 0.95 -0.41 -0.779
H -1.98 1.02 -0.97 0.352
C 0.39 1.72 -2.29 -0.812
N 0.56 0.88 -3.15 0.274
S -0.22 -0.57 -3.07 1.204
O -1.40 0.02 -3.19 -0.584
O 0.25 -1.50 -4.17 -0.793
C 0.01 -1.48 -1.59 0.159
C 1.12 -1.71 -0.82 0.041
C 0.94 -2.38 0.27 -0.443
C -0.20 -2.70 0.81 -0.261
C -1.36 -2.66 0.14 -0.474
C -1.24 -1.82 -1.01 -0.450
H -2.15 -1.68 -1.62 0.400
H -2.39 -3.15 0.45 0.291
H -0.30 -3.24 1.77 0.328
H 2.11 -2.75 0.88 0.077
H 1.99 -1.34 -1.32 0.417
C 2.27 0.48 -3.35 -0.370
H 2.45 -0.53 -3.44 0.892
C 3.05 1.34 -4.36 -1.483
H 3.90 1.09 -4.61 0.678
H 2.35 1.69 -5.06 0.316
C 3.19 2.99 -3.85 -0.579
O 3.97 2.97 -2.40 -0.652
H 3.57 2.61 -1.68 0.482
H 2.35 3.55 -3.38 0.214
H 3.67 3.48 -4.53 0.582
H 2.82 0.65 -2.38 0.299
H 0.88 2.73 -2.33 -0.071
H -0.76 2.13 -2.66 0.419
H 1.78 0.95 2.00 -0.149
H -3.21 0.15 1.06 0.151
```

***

Which structure is most stable? w, by 0.7848 hartree over the runner-up.